Entry 1:
Below is a 2-piece molecular cluster, CHN2O3 overall, with properties calculated with wB97M-V/def2-TZVPD.

Properties
**LUMO energy**: -0.239 Ha
**HOMO-LUMO gap**: 11.129 eV
**Spin multiplicity**: 1
**HOMO level**: -17.643 eV
**Charge**: +1
**Energy above the lowest of the compared OMol25 structures with the same formula, charge and spin**: 1.266 eV

CARTESIAN COORDINATES (ANGSTROEM)
C -1.719 -0.935 -0.134
N 1.749 0.292 0.199
N 0.781 0.786 -0.081
O -2.851 -0.925 -0.068
O 0.070 1.623 -0.429
O -0.581 -0.692 -0.201
H 2.551 -0.149 0.714

=====

Entry 2:
Below is an isolated ion of composition CHN2O4 and charge -1, with properties calculated with wB97M-V/def2-TZVPD.

Properties
**LUMO energy**: 0.153 Ha
**HOMO-LUMO gap**: 9.423 eV
**SMILES**: O=C([O-])N[N+](=O)[O-]
**Spin multiplicity**: 1
**HOMO level**: -5.273 eV
**Charge**: -1
**Energy above the lowest of the compared OMol25 structures with the same formula, charge and spin**: 0.501 eV

CARTESIAN COORDINATES (ANGSTROEM)
C 1.275 -0.753 -0.500
N -0.127 0.375 -0.175
N -1.239 0.292 0.511
O 2.152 -0.300 0.206
O -1.634 -0.835 0.759
O 1.082 -1.493 -1.400
O -1.875 1.371 0.787
H 0.367 1.344 -0.188

=====

Entry 3:
Below is a 2-piece molecular cluster, CHN2O5 overall, with properties calculated with wB97M-V/def2-TZVPD.

Properties
**LUMO energy**: 0.143 Ha
**HOMO-LUMO gap**: 7.692 eV
**Spin multiplicity**: 1
**HOMO level**: -3.794 eV
**Charge**: -1
**Energy above the lowest of the compared OMol25 structures with the same formula, charge and spin**: 0.568 eV

CARTESIAN COORDINATES (ANGSTROEM)
C -0.084 1.379 -1.518
N -0.284 -0.189 0.166
N 0.779 -0.792 0.583
O 0.294 0.622 -2.282
O -0.398 2.338 -0.937
O 1.775 -0.631 -0.148
O 0.700 -1.444 1.652
O -1.434 -0.340 0.906
H -1.349 -0.943 1.577

=====

Entry 4:
Below is a 2-piece molecular cluster, CHN2O5 overall, with properties calculated with wB97M-V/def2-TZVPD.

Properties
**LUMO energy (alpha / beta)**: 0.104 / 0.104 Ha
**HOMO-LUMO gap (alpha / beta)**: 6.722 / 6.727 eV
**Spin multiplicity**: 1
**HOMO level (alpha / beta)**: -3.905 / -3.908 eV
**Charge**: -1
**Energy above the lowest of the compared OMol25 structures with the same formula, charge and spin**: 1.723 eV

CARTESIAN COORDINATES (ANGSTROEM)
C -0.151 -1.480 -0.156
N -0.106 -1.007 1.168
N -2.553 0.221 0.444
O -0.361 -2.699 -0.286
O -3.580 0.303 -0.243
O 0.018 -0.619 -1.151
O -1.872 1.169 0.826
O -0.006 0.247 1.230
H -0.127 0.239 -0.711

=====

Entry 5:
Below is a 2-piece molecular cluster, CHN2O5 overall, with properties calculated with wB97M-V/def2-TZVPD.

Properties
**LUMO energy**: 0.138 Ha
**HOMO-LUMO gap**: 8.006 eV
**Spin multiplicity**: 1
**HOMO level**: -4.245 eV
**Charge**: -1
**Energy above the lowest of the compared OMol25 structures with the same formula, charge and spin**: 0.299 eV

CARTESIAN COORDINATES (ANGSTROEM)
C -2.213 0.170 -0.323
N 2.031 -0.512 0.461
N 0.743 -0.587 0.432
O -2.425 -0.527 -1.230
O 0.173 -1.496 1.102
O -2.309 0.967 0.516
O 0.016 0.310 -0.208
O 2.380 0.602 -0.355
H 1.603 1.073 -0.395

=====

Entry 6:
Below is a 2-piece molecular cluster, CHN2P overall, with properties calculated with wB97M-V/def2-TZVPD.

Properties
**LUMO energy (alpha / beta)**: -0.079 / -0.117 Ha
**HOMO-LUMO gap (alpha / beta)**: 9.476 / 7.306 eV
**Spin multiplicity**: 1
**HOMO level (alpha / beta)**: -11.631 / -10.494 eV
**Energy above the lowest of the compared OMol25 structures with the same formula, charge and spin**: 4.209 eV

CARTESIAN COORDINATES (ANGSTROEM)
C -0.129 -1.448 1.197
N 0.495 -2.058 1.927
N -0.744 0.331 -0.566
P 0.497 1.152 -0.802
H -0.118 2.023 -1.757

=====

Entry 7:
Below is CHN3O2S as an isolated structure, with properties calculated with wB97M-V/def2-TZVPD.

Properties
**LUMO energy**: -0.048 Ha
**HOMO-LUMO gap**: 8.780 eV
**Spin multiplicity**: 1
**HOMO level**: -10.082 eV
**Energy above the lowest of the compared OMol25 structures with the same formula, charge and spin**: 5.051 eV

CARTESIAN COORDINATES (ANGSTROEM)
C -4.170 -0.834 0.058
N -4.364 -1.963 0.055
N 0.108 0.392 0.491
N -0.913 0.388 -0.194
O -1.142 0.167 -1.350
O -2.308 0.902 0.657
S -3.745 0.829 -0.003
H 0.915 0.136 -0.100

=====

Entry 8:
Below is CHN3O2S as an isolated structure, with properties calculated with wB97M-V/def2-TZVPD.

Properties
**LUMO energy**: -0.073 Ha
**HOMO-LUMO gap**: 9.183 eV
**Spin multiplicity**: 1
**HOMO level**: -11.171 eV
**Energy above the lowest of the compared OMol25 structures with the same formula, charge and spin**: 2.669 eV

CARTESIAN COORDINATES (ANGSTROEM)
C 1.283 -0.109 -0.103
N 0.447 -1.014 0.069
N 0.856 1.247 0.130
N -0.365 1.440 0.145
O -1.684 -0.563 -1.248
O -1.697 -0.419 1.287
S -1.090 -0.195 0.002
H 2.251 -0.387 -0.282

=====

Entry 9:
Below is a 2-piece molecular cluster, CHN3O3 overall, with properties calculated with wB97M-V/def2-TZVPD.

Properties
**LUMO energy**: -0.002 Ha
**HOMO-LUMO gap**: 8.909 eV
**SMILES**: [O-][N+]#CO.N#[N+][O-]
**Spin multiplicity**: 1
**HOMO level**: -8.969 eV
**Energy above the lowest of the compared OMol25 structures with the same formula, charge and spin**: 2.104 eV

CARTESIAN COORDINATES (ANGSTROEM)
C -1.976 0.631 0.178
N -0.463 -1.656 0.108
N -2.895 -0.072 0.445
N -0.180 -2.591 -0.441
O -3.681 -0.689 1.118
O -1.232 1.386 -0.507
O 0.126 -3.551 -0.966
H -1.492 2.319 -0.730

=====

Entry 10:
Below is one molecule with the formula CHN3O3, with properties calculated with wB97M-V/def2-TZVPD.

Properties
**LUMO energy**: -0.042 Ha
**HOMO-LUMO gap**: 9.277 eV
**SMILES**: O=c1nnon1O
**Spin multiplicity**: 1
**HOMO level**: -10.412 eV
**Energy above the lowest of the compared OMol25 structures with the same formula, charge and spin**: 2.237 eV

CARTESIAN COORDINATES (ANGSTROEM)
C -0.047 0.871 -0.119
H -1.920 -1.387 -0.093
N -0.243 -0.508 -0.328
N 1.967 0.054 0.182
N 1.301 1.135 0.282
O -1.207 -0.765 0.488
O 1.006 -1.084 -0.256
O -0.857 1.684 -0.157

=====

Entry 11:
Below is one molecule with the formula CHN3O3, with properties calculated with wB97M-V/def2-TZVPD.

Properties
**LUMO energy (alpha / beta)**: -0.019 / -0.148 Ha
**HOMO-LUMO gap (alpha / beta)**: 7.962 / 7.825 eV
**Spin multiplicity**: 3
**HOMO level (alpha / beta)**: -8.477 / -11.848 eV
**Energy above the lowest of the compared OMol25 structures with the same formula, charge and spin**: 2.885 eV

CARTESIAN COORDINATES (ANGSTROEM)
C -1.928 1.783 -0.726
N -2.389 2.775 -1.008
N -0.983 0.245 -0.572
N -1.556 -0.733 0.241
O -2.779 -0.640 0.327
O -0.796 -1.418 0.814
O 0.308 0.394 -0.704
H 0.832 0.032 0.016

=====

Entry 12:
Below is a 3-piece molecular cluster, CHN3O4 overall, with properties calculated with wB97M-V/def2-TZVPD.

Properties
**LUMO energy (alpha / beta)**: -0.043 / -0.055 Ha
**HOMO-LUMO gap (alpha / beta)**: 8.645 / 8.045 eV
**Spin multiplicity**: 1
**HOMO level (alpha / beta)**: -9.819 / -9.543 eV
**Energy above the lowest of the compared OMol25 structures with the same formula, charge and spin**: 0.368 eV

CARTESIAN COORDINATES (ANGSTROEM)
C -0.406 -1.810 -0.653
N 0.381 -1.481 -1.500
N 0.453 1.083 -0.882
N -0.090 1.275 1.537
O -1.063 -2.217 0.225
O -1.030 1.215 0.780
O 0.048 1.300 2.709
O 1.216 1.295 -0.001
H 0.491 -0.661 -2.214

=====

Here are the calculated F_max numbers, same order: 3.9 3.0 4.0 4.3 4.6 3.4 1.9 2.7 4.6 7.8 3.6 5.7 (eV Å⁻¹).
Here are the calculated calculated total energy numbers, same order: -10163.7783 -12222.0243 -14268.3164 -14267.1614 -14268.5854 -13315.6409 -20448.0229 -20450.4048 -11659.7298 -11659.5969 -11654.7543 -13706.4510 (eV).